No. 1
# CH4Na8O5

CH4Na8O5 as an isolated structure at a distorted geometry (ωB97M-V/def2-TZVPD, the Open Molecules 2025 dataset).

Structure (XYZ):
```
18
Properties=species:S:1:pos:R:3:forces:R:3:nbo_charge:R:1
Na 1.901 -3.047 -0.934 0.7 -1.1 0.1 1.00
Na 2.853 0.288 -1.178 0.7 0.8 0.5 0.98
Na -2.305 0.036 -1.697 -1.4 0.6 0.7 0.99
Na 3.196 -0.790 2.257 0.7 0.5 1.1 1.00
Na -0.084 -2.246 2.373 -0.6 0.1 1.0 0.99
Na -1.826 -3.266 -0.537 -1.3 -0.8 0.2 1.00
Na 0.171 2.728 -2.035 -0.4 1.6 0.3 1.00
Na 0.531 -0.236 -3.681 -0.1 -0.1 -1.4 1.00
C 0.209 -0.609 -0.191 -0.6 1.6 0.4 0.92
O -0.810 -1.206 0.094 -4.0 -3.8 0.2 -0.91
O 0.155 0.348 -0.994 0.3 2.7 -5.0 -1.01
O 1.254 -0.821 0.405 5.7 -2.2 1.8 -0.95
O -2.762 0.699 1.135 0.2 -0.3 -1.2 -0.92
H -2.626 0.757 2.081 -0.4 0.4 0.6 0.52
H -2.000 0.219 0.812 0.2 -0.1 0.5 0.41
O 0.572 2.302 1.052 0.2 -0.5 -0.4 -0.90
H 0.485 1.781 0.253 -0.2 -0.2 0.1 0.41
H 1.087 3.064 0.787 0.3 0.9 0.6 0.49
```
Positions in Å, forces in eV/Å.

Computed properties:
Total charge: +6
Gap between HOMO and LUMO (eV): 6.1
Electronic energy (eV): -46597.2545
HOMO level (eV): -28.0737
Largest force on an atom (eV Å⁻¹): 6.37
Energy above the lowest of the compared OMol25 structures with the same formula, charge and spin (eV): 3.319

No. 2
# C35H72FNO14S

A 11-piece molecular cluster, C35H72FNO14S overall at a distorted geometry (ωB97M-V/def2-TZVPD, the Open Molecules 2025 dataset).

Structure (XYZ):
```
124
Properties=species:S:1:pos:R:3:forces:R:3:lowdin_charge:R:1
C -0.437 1.510 -0.345 -0.2 -0.1 0.1 -0.09
C -1.072 0.528 -1.525 -1.3 1.4 1.6 -0.23
O -0.463 -0.810 -1.578 1.1 1.8 -2.6 -0.18
C 0.433 -0.977 -2.732 -1.3 -2.8 -0.3 -0.21
N 1.918 -0.981 -2.382 0.2 0.7 1.3 -0.21
C 2.445 0.432 -2.269 0.4 2.1 -0.9 -0.19
C 3.526 0.814 -3.484 -0.8 -0.2 1.3 -0.18
O 4.030 2.190 -3.175 -2.0 -1.2 1.2 -0.15
S 2.268 -1.956 -0.976 -4.7 -3.5 5.6 0.91
O 2.165 -1.206 0.381 1.9 -1.7 -5.5 -0.33
O 1.296 -3.193 -0.850 4.3 4.7 -2.0 -0.34
F 3.851 -2.671 -1.183 -3.0 2.1 -0.1 -0.25
H -0.828 2.605 -0.544 0.8 -2.4 0.5 0.06
H 0.737 1.511 -0.330 -2.3 -0.1 -0.1 0.06
H -0.802 1.163 0.735 0.8 0.7 -2.5 0.10
H -1.082 1.113 -2.539 0.3 -1.3 1.6 0.12
H -2.216 0.358 -1.231 2.5 0.3 -0.7 0.14
H 0.211 -2.067 -3.165 0.5 2.4 1.1 0.16
H 0.242 -0.239 -3.621 0.7 -1.0 2.0 0.15
H 2.902 0.712 -1.229 -0.8 -0.9 -1.9 0.13
H 1.519 1.166 -2.437 2.0 -1.6 0.5 0.13
H 4.424 0.048 -3.486 -2.1 1.8 -0.1 0.13
H 2.951 0.847 -4.522 1.4 -0.2 2.2 0.13
H 3.492 2.546 -2.385 1.2 -0.9 -1.9 0.11
C 9.615 2.975 -3.511 0.3 0.2 0.4 -0.03
C 8.284 2.911 -2.811 -0.4 0.5 1.4 -0.49
C 7.126 2.326 -3.573 -0.1 0.1 0.6 -0.03
O 8.148 3.323 -1.660 0.3 -0.5 -1.4 0.05
H 10.357 3.421 -2.840 -0.2 -0.1 -0.1 0.08
H 9.944 1.967 -3.776 -0.1 0.1 -0.2 0.08
H 9.534 3.596 -4.406 0.0 -0.2 -0.1 0.08
H 7.344 1.289 -3.841 0.0 0.1 -0.2 0.08
H 6.935 2.918 -4.471 0.0 -0.2 -0.1 0.09
H 6.230 2.344 -2.944 0.3 0.0 -0.3 0.06
C -4.693 3.106 -1.421 0.5 -0.1 -0.5 -0.04
C -3.772 3.508 -0.300 0.9 0.3 -0.3 -0.47
C -4.358 3.588 1.084 0.5 0.1 0.3 -0.02
O -2.586 3.761 -0.507 -1.2 -0.1 0.2 0.00
H -4.133 3.090 -2.362 0.0 0.1 0.2 0.08
H -5.091 2.105 -1.234 -0.2 0.3 0.0 0.07
H -5.507 3.829 -1.510 -0.1 -0.3 0.2 0.07
H -4.741 2.609 1.383 -0.2 0.2 -0.1 0.08
H -5.158 4.333 1.106 -0.1 -0.3 -0.1 0.07
H -3.578 3.890 1.791 -0.1 0.0 -0.2 0.08
C 4.137 -3.608 4.099 -0.2 0.1 0.6 -0.03
C 2.712 -4.091 4.044 -0.8 -0.1 1.2 -0.49
C 2.171 -4.501 2.700 -0.5 -0.1 0.2 -0.02
O 2.018 -4.149 5.057 0.8 0.1 -1.2 0.04
H 4.391 -3.346 5.132 -0.1 -0.1 -0.4 0.05
H 4.811 -4.399 3.762 0.0 0.1 -0.2 0.09
H 4.252 -2.718 3.475 0.1 -0.2 -0.1 0.09
H 2.757 -5.332 2.301 0.1 0.2 -0.1 0.09
H 2.198 -3.651 2.014 0.1 -0.1 -0.1 0.07
H 1.131 -4.828 2.813 0.2 0.1 0.0 0.08
C -9.056 1.560 -0.855 0.4 0.2 -0.4 -0.02
C -8.135 1.962 0.266 1.3 0.3 -0.4 -0.46
C -8.721 2.043 1.650 0.5 0.2 0.3 -0.02
O -6.950 2.216 0.058 -1.7 -0.4 0.5 0.04
H -8.497 1.544 -1.796 -0.2 0.0 0.4 0.06
H -9.454 0.559 -0.668 -0.1 0.1 0.0 0.09
H -9.871 2.283 -0.944 -0.1 -0.2 0.2 0.09
H -9.104 1.064 1.949 -0.2 0.1 0.0 0.09
H -9.521 2.787 1.672 -0.1 -0.2 0.0 0.09
H -7.942 2.345 2.357 -0.2 -0.1 -0.2 0.08
C -5.704 -0.806 -4.144 0.1 0.5 0.2 -0.02
C -7.126 -0.917 -3.663 -0.7 1.0 0.6 -0.47
C -7.838 -2.222 -3.901 -0.5 0.3 0.3 -0.03
O -7.684 0.021 -3.097 0.8 -1.2 -0.8 0.04
H -5.316 0.190 -3.905 -0.1 -0.2 0.0 0.08
H -5.082 -1.552 -3.644 0.0 -0.1 -0.2 0.09
H -5.666 -0.944 -5.228 0.1 -0.2 0.1 0.08
H -7.312 -3.031 -3.390 0.0 0.0 -0.2 0.09
H -7.896 -2.423 -4.974 0.2 -0.1 0.1 0.09
H -8.856 -2.157 -3.501 0.4 0.0 -0.2 0.05
C 6.745 -2.130 8.521 -0.3 -0.3 -0.2 -0.02
C 6.829 -2.172 7.019 -1.2 -0.8 -0.6 -0.47
C 7.944 -1.401 6.364 -0.1 -0.1 -0.5 -0.02
O 6.017 -2.811 6.351 1.3 0.8 0.8 0.04
H 5.893 -2.731 8.854 0.2 0.1 -0.1 0.09
H 7.658 -2.546 8.956 -0.2 0.3 0.0 0.05
H 6.599 -1.100 8.856 0.2 0.0 0.1 0.09
H 8.910 -1.784 6.702 0.0 0.2 0.1 0.08
H 7.851 -0.338 6.603 0.2 -0.1 0.1 0.09
H 7.880 -1.522 5.277 0.0 0.0 0.2 0.08
C 11.143 -3.509 10.947 0.0 0.5 -0.2 -0.02
C 9.666 -3.798 10.976 -1.0 1.0 -0.4 -0.47
C 9.233 -5.150 11.475 -0.5 0.1 -0.1 -0.02
O 8.845 -2.960 10.606 1.2 -1.1 0.6 0.03
H 11.308 -2.497 10.564 -0.1 -0.2 0.1 0.09
H 11.554 -3.572 11.958 0.1 -0.2 -0.1 0.09
H 11.647 -4.219 10.287 0.1 -0.1 0.2 0.09
H 9.558 -5.286 12.510 0.1 -0.1 -0.1 0.09
H 9.652 -5.933 10.838 0.1 0.0 0.2 0.09
H 8.140 -5.217 11.440 0.3 0.0 0.0 0.09
C -12.650 -4.047 -3.278 0.2 0.3 -0.4 -0.02
C -11.447 -3.919 -2.381 1.2 0.9 -0.4 -0.47
C -11.455 -4.700 -1.095 0.5 0.2 0.2 -0.02
O -10.495 -3.204 -2.689 -1.4 -1.0 0.5 0.04
H -12.505 -3.428 -4.170 0.0 -0.1 0.2 0.09
H -12.771 -5.087 -3.590 -0.2 0.0 0.2 0.09
H -13.543 -3.700 -2.753 0.0 -0.2 0.0 0.09
H -11.524 -5.769 -1.309 -0.2 0.1 0.1 0.09
H -12.295 -4.382 -0.472 -0.1 -0.2 -0.1 0.09
H -10.524 -4.511 -0.550 -0.2 0.0 -0.1 0.09
C 6.724 -0.025 -7.353 0.2 0.2 0.4 -0.02
C 5.393 -0.088 -6.653 -0.1 0.5 1.5 -0.46
C 4.235 -0.674 -7.415 -0.3 0.1 0.4 -0.02
O 5.257 0.323 -5.502 0.4 -0.6 -1.9 0.02
H 7.466 0.421 -6.682 -0.2 -0.1 -0.1 0.08
H 7.052 -1.033 -7.618 -0.1 0.1 -0.2 0.09
H 6.643 0.596 -8.248 0.0 -0.2 -0.1 0.09
H 4.453 -1.711 -7.683 0.0 0.1 -0.2 0.09
H 4.043 -0.082 -8.313 0.1 -0.2 -0.1 0.09
H 3.339 -0.656 -6.786 0.2 0.0 -0.1 0.08
C -6.180 8.399 -0.037 -0.3 -0.3 0.3 -0.03
C -5.648 7.238 -0.835 -0.4 -1.5 0.3 -0.48
C -4.666 7.544 -1.934 0.1 -0.5 -0.1 -0.02
O -6.003 6.085 -0.598 0.4 1.5 -0.3 0.05
H -6.878 8.028 0.721 0.2 0.1 -0.2 0.08
H -5.357 8.911 0.466 -0.1 0.1 -0.2 0.09
H -6.712 9.089 -0.696 0.2 0.1 0.1 0.09
H -3.775 8.018 -1.515 -0.1 0.1 -0.1 0.09
H -5.131 8.196 -2.677 0.1 0.1 0.1 0.09
H -4.368 6.611 -2.425 -0.1 0.2 0.1 0.08
```
Positions in Å, forces in eV/Å.

Computed properties:
Gap between HOMO and LUMO (eV): 8.0
Electronic energy (eV): -81163.6066
HOMO level (eV): -8.4628
Largest force on an atom (eV Å⁻¹): 8.12

No. 3
# C5H9N4O

C5H9N4O as an isolated structure at a distorted geometry (ωB97M-V/def2-TZVPD, the Open Molecules 2025 dataset).

Structure (XYZ):
```
19
Properties=species:S:1:pos:R:3:forces:R:3:nbo_charge:R:1
C 1.026 1.168 -0.795 0.3 1.4 -1.0 0.05
C -2.029 0.481 0.794 -0.9 0.1 -0.6 0.40
C 1.996 -0.404 0.646 1.7 -0.7 0.6 -0.15
C -0.425 0.735 -0.766 0.5 0.4 -2.5 -0.20
C -0.581 -0.667 -0.392 4.2 -3.2 1.5 0.58
N 2.049 0.667 -0.264 -0.2 0.4 -1.2 -0.30
N -1.214 1.340 0.241 -0.3 4.5 0.9 -0.50
N 0.727 -0.923 1.048 -2.2 -1.1 -2.4 -0.68
N -1.762 -0.732 0.346 -1.5 -1.1 0.8 -0.53
O -0.336 -1.666 -1.273 -4.9 -0.5 2.4 -0.65
H 1.122 2.063 -1.453 0.4 -0.6 0.5 0.20
H -2.958 0.667 1.340 0.8 0.3 0.4 0.27
H 2.863 -1.158 0.550 -1.5 0.8 -0.9 0.22
H 2.366 0.071 1.509 0.7 1.0 1.6 0.23
H -0.876 1.022 -1.853 0.8 -1.0 2.3 0.26
H -1.133 2.428 0.307 -0.9 -2.9 0.4 0.48
H 0.947 -1.947 1.000 -1.3 0.8 0.0 0.37
H -2.194 -1.574 0.772 0.7 0.7 -0.6 0.47
H 0.412 -1.571 -1.759 3.7 0.8 -2.2 0.50
```
Positions in Å, forces in eV/Å.

Computed properties:
Total charge: +1
Gap between HOMO and LUMO (spin up / spin down) (eV): 8.4 / 8.4
Electronic energy (eV): -13328.8532
HOMO level (spin up / spin down) (eV): -12.7103 / -12.7110
Largest force on an atom (eV Å⁻¹): 5.47
Energy above the lowest of the compared OMol25 structures with the same formula, charge and spin (eV): 3.939

No. 4
# C13H18N4O5Sn

C13H18N4O5Sn as an isolated structure at a distorted geometry (ωB97M-V/def2-TZVPD, the Open Molecules 2025 dataset).

Structure (XYZ):
```
41
Properties=species:S:1:pos:R:3:forces:R:3:nbo_charge:R:1
Sn -1.148 -0.739 -0.564 0.2 -7.3 -5.1 1.73
C -1.427 2.144 -1.198 -0.2 -0.2 0.1 -0.24
C -2.768 1.396 -1.515 -0.4 0.6 -0.2 -0.26
N -3.081 0.303 -0.604 -0.6 4.1 1.2 -0.70
C -3.281 0.688 0.804 0.1 -0.4 0.2 -0.24
C -2.569 -0.263 1.851 -0.4 -0.4 0.0 -0.24
N -1.170 -0.703 1.542 -0.5 2.4 0.9 -0.69
C -0.126 0.307 1.821 0.5 0.4 0.3 -0.26
C -0.168 1.580 0.887 0.0 -0.5 0.2 -0.25
N -0.387 1.280 -0.572 -1.0 3.0 0.5 -0.78
H -1.034 2.535 -2.136 0.0 -0.1 -0.1 0.21
H -1.637 3.018 -0.574 0.1 -0.1 0.1 0.17
H -3.597 2.124 -1.561 0.2 0.2 0.0 0.16
H -2.675 0.967 -2.514 0.0 -0.2 0.1 0.23
H -3.790 -0.346 -0.933 0.8 -0.9 0.0 0.48
H -2.951 1.714 0.977 0.0 0.0 -0.2 0.18
H -4.351 0.676 1.030 0.1 -0.1 0.3 0.20
H -2.601 0.214 2.840 0.1 0.2 -0.1 0.17
H -3.164 -1.171 1.916 0.1 -0.1 -0.3 0.26
H -0.948 -1.606 1.944 -0.1 -0.2 -0.3 0.44
H -0.168 0.625 2.871 -0.2 0.3 -0.1 0.18
H 0.838 -0.181 1.690 0.0 0.0 -0.1 0.27
H -0.949 2.248 1.253 -0.1 0.0 -0.2 0.19
H 0.774 2.110 1.019 0.0 -0.1 0.2 0.23
H 0.523 1.239 -1.162 -2.3 0.0 1.1 0.48
O 6.186 0.099 -0.597 -0.1 0.0 0.0 -0.82
C 5.554 -0.996 -0.612 0.1 0.0 0.0 0.74
O 6.050 -2.148 -0.639 -0.1 0.0 0.0 -0.79
C 4.039 -0.892 -0.591 0.5 -0.2 0.0 -0.23
C 3.412 0.355 -0.552 -0.4 -0.1 0.0 -0.19
C 2.042 0.447 -0.525 1.1 -1.2 -0.1 -0.18
N 1.167 -0.654 -0.553 0.9 0.1 0.4 -0.74
C 1.820 -1.890 -0.575 -0.3 -0.1 0.1 0.00
C 3.182 -2.023 -0.594 -0.1 0.2 0.0 -0.18
C 0.887 -3.089 -0.569 0.1 0.3 -0.1 0.75
O 1.347 -4.233 -0.577 0.0 -0.1 0.0 -0.72
O -0.368 -2.789 -0.566 1.3 -0.4 0.5 -0.77
H 4.021 1.251 -0.529 0.0 0.0 0.0 0.22
H 1.630 1.428 -0.444 0.8 0.4 0.2 0.13
H 3.608 -3.016 -0.614 0.0 0.0 0.0 0.25
O -2.722 -2.008 -0.577 -0.4 0.3 0.5 -1.38
```
Positions in Å, forces in eV/Å.

Computed properties:
Total charge: -2
Gap between HOMO and LUMO (spin up / spin down) (eV): 2.7 / 3.4
Electronic energy (eV): -35796.2896
HOMO level (spin up / spin down) (eV): 1.4226 / 0.7886
Largest force on an atom (eV Å⁻¹): 8.88
Energy above the lowest of the compared OMol25 structures with the same formula, charge and spin (eV): 7.271